(1)
{"formula": "C30H37AsF9FeN6OS2", "method": "wB97M-V/def2-TZVPD", "mol_weight_g_mol": 863.550, "gap_ev": [5.182, 7.727], "charge": 1, "homo_ev": [-9.54, -11.41], "spin_multiplicity": 5, "s_squared": 6.17, "symbols": ["As", "Fe", "S", "S", "F", "F", "F", "F", "F", "F", "F", "F", "F", "O", "N", "N", "N", "N", "N", "N", "C", "C", "C", "C", "C", "C", "C", "C", "C", "C", "C", "C", "C", "C", "C", "C", "C", "C", "C", "C", "C", "C", "C", "C", "C", "C", "C", "C", "C", "C", "H", "H", "H", "H", "H", "H", "H", "H", "H", "H", "H", "H", "H", "H", "H", "H", "H", "H", "H", "H", "H", "H", "H", "H", "H", "H", "H", "H", "H", "H", "H", "H", "H", "H", "H", "H", "H"], "positions_angstrom": [[2.7683, -1.4957, -2.4112], [0.8272, -0.3183, -1.3842], [1.5266, 0.3936, 0.6628], [0.3305, -2.2809, -0.4724], [-1.9496, 2.2409, -2.7387], [-1.7047, -2.4328, -3.5739], [-1.3682, -0.3916, -5.5671], [0.3439, -0.7577, -4.2980], [-3.0429, -1.6715, -2.0645], [-3.1293, 1.4166, -4.3585], [-3.6223, 0.9490, -2.3046], [-0.3213, 1.2680, -4.6463], [-3.4873, -1.3315, -4.1528], [-0.9452, -0.1093, -2.0343], [2.2105, 1.6667, -3.1298], [1.5097, -0.8608, 3.0445], [-0.0810, -2.9466, 2.0866], [2.3136, 2.9138, -3.3769], [1.5445, 3.5641, -2.4766], [1.3831, 1.4822, -2.0681], [-1.6562, -0.0869, -3.1794], [-0.7545, 0.0077, -4.4580], [3.9456, -2.0726, -0.9795], [0.1210, 5.5723, -3.0002], [1.2486, -2.0264, 3.8812], [-0.0866, -2.6184, 3.5084], [-5.0142, -3.2275, 2.8383], [0.6570, 1.5331, 6.9706], [0.9789, 2.6730, -1.6789], [-2.9931, -4.5079, 3.0801], [4.0735, -0.8454, -3.6865], [-1.0135, 5.3323, -2.0072], [2.3246, -3.1952, -3.2358], [1.4621, 5.0362, -2.5004], [1.2052, 0.9306, 4.7007], [0.4746, -2.0532, 1.2465], [-0.2144, 5.0275, -4.3874], [-0.5526, 2.0589, 6.5430], [-0.8865, 2.0230, 5.1929], [-2.5034, -1.3995, -3.2520], [-4.2994, -4.2354, 3.4698], [-4.4253, -2.4965, 1.8124], [1.1736, -0.9273, 1.7448], [-3.1230, -2.7708, 1.4231], [2.1371, 0.2981, 3.6917], [-0.0108, 1.4622, 4.2760], [-0.9713, -4.0356, 1.6452], [-2.6146, 1.1459, -3.1559], [-2.3995, -3.7772, 2.0586], [1.5326, 0.9669, 6.0499], [-1.1245, 5.4958, -4.7659], [2.4139, 1.0098, 2.9216], [-4.9860, -1.7184, 1.3081], [0.9210, 1.5599, 8.0208], [4.3237, -1.2043, -0.4435], [-0.7669, 5.7141, -1.0118], [-0.2706, 1.4355, 3.2205], [2.0455, -2.7640, 3.7502], [-0.6098, -4.9755, 2.0655], [0.3052, 2.8790, -0.8613], [-1.9172, 5.8428, -2.3431], [0.2787, 6.6513, -3.0741], [-0.8896, -1.9103, 3.7312], [-1.2647, 4.2724, -1.9293], [-4.7582, -4.8133, 4.2628], [3.0537, -0.0350, 4.1817], [-0.9096, -4.1059, 0.5642], [-0.3915, 3.9478, -4.3565], [-0.2716, -3.5274, 4.0769], [2.2620, 5.3411, -3.1691], [-1.8297, 2.4361, 4.8562], [-2.4368, -5.3030, 3.5672], [4.6103, 0.0025, -3.2721], [-1.2360, 2.4993, 7.2587], [-6.0337, -3.0167, 3.1376], [1.8890, -3.0219, -4.2178], [4.7626, -1.6613, -3.8903], [1.6857, 5.4034, -1.5008], [3.2348, -3.7804, -3.3387], [1.2329, -1.7087, 4.9216], [3.3901, -2.7043, -0.2886], [1.6101, -3.7351, -2.6203], [2.4806, 0.5565, 6.3852], [3.5770, -0.5337, -4.6017], [4.7761, -2.6325, -1.4034], [0.5891, 5.2224, -5.1015], [-2.6675, -2.2080, 0.6118]], "forces_ev_per_angstrom": [[0.434, -0.510, -0.258], [-0.938, 0.277, 0.096], [-0.014, -0.052, 0.131], [0.097, -0.251, 0.129], [-0.050, -0.147, -0.060], [-0.046, 0.073, -0.001], [0.051, 0.076, 0.083], [-0.078, 0.061, -0.016], [0.007, 0.011, -0.047], [0.050, 0.004, 0.072], [0.068, 0.022, -0.022], [-0.055, -0.169, 0.020], [0.074, -0.042, 0.065], [0.553, 0.218, 0.123], [-0.162, 0.319, 0.237], [0.092, 0.027, 0.035], [-0.079, -0.146, 0.041], [-0.245, -0.213, 0.277], [0.167, 0.359, -0.210], [0.441, 0.107, -0.431], [-0.096, -0.080, -0.068], [0.013, 0.029, 0.087], [-0.068, 0.035, 0.047], [-0.055, -0.130, -0.024], [0.045, 0.044, -0.028], [-0.047, -0.061, -0.072], [0.013, -0.023, 0.009], [0.008, -0.004, -0.013], [-0.089, -0.135, 0.050], [-0.004, -0.006, -0.006], [-0.121, 0.113, -0.002], [-0.001, 0.023, 0.026], [-0.095, 0.071, 0.004], [-0.063, -0.070, -0.087], [-0.010, -0.054, -0.026], [-0.093, 0.095, -0.089], [-0.020, 0.002, 0.013], [0.008, -0.004, -0.011], [0.015, -0.005, -0.013], [-0.002, -0.018, -0.070], [0.002, 0.012, -0.019], [0.017, 0.002, -0.010], [-0.059, 0.052, 0.017], [-0.022, 0.065, -0.034], [-0.184, -0.064, 0.053], [-0.042, 0.001, -0.009], [-0.007, 0.146, 0.102], [-0.043, -0.024, -0.006], [-0.007, 0.030, 0.018], [0.019, 0.012, 0.011], [0.050, -0.031, 0.018], [0.039, 0.040, -0.087], [0.027, -0.038, 0.023], [-0.010, -0.002, -0.051], [0.009, 0.022, 0.003], [-0.013, -0.030, -0.061], [0.015, -0.003, 0.070], [0.041, 0.000, 0.003], [0.041, 0.031, 0.083], [0.090, 0.000, -0.078], [0.030, -0.025, 0.019], [0.016, 0.033, -0.024], [-0.053, 0.004, -0.004], [0.017, 0.081, 0.011], [0.020, 0.025, -0.034], [0.021, -0.043, -0.011], [0.072, -0.046, -0.060], [0.011, 0.078, -0.005], [-0.001, -0.058, -0.014], [0.079, -0.011, -0.011], [0.040, -0.016, 0.017], [-0.029, 0.037, -0.014], [0.022, 0.049, 0.018], [0.029, -0.023, -0.032], [0.048, -0.010, -0.010], [-0.002, 0.026, -0.005], [0.066, -0.025, -0.039], [0.014, -0.056, 0.079], [0.051, -0.047, -0.020], [0.010, 0.048, 0.018], [-0.010, 0.004, -0.003], [-0.010, -0.032, 0.023], [-0.058, 0.022, -0.014], [-0.017, 0.005, -0.005], [0.040, -0.032, -0.013], [-0.039, -0.021, 0.036], [-0.033, -0.033, 0.062]], "lowdin_spin": [0.036, 2.961, 0.050, -0.058, 0.000, 0.001, 0.001, 0.007, 0.002, 0.001, 0.000, 0.000, 0.001, 0.114, 0.002, 0.180, 0.180, 0.001, 0.002, 0.000, 0.017, 0.003, 0.004, 0.000, 0.011, 0.014, 0.001, 0.000, 0.006, 0.001, 0.009, 0.000, 0.011, 0.000, 0.008, 0.182, 0.000, 0.000, 0.000, 0.003, 0.000, 0.000, 0.192, 0.002, 0.012, 0.001, 0.008, 0.002, 0.006, 0.001, 0.000, -0.001, 0.000, 0.000, 0.000, 0.000, 0.000, 0.004, 0.005, 0.001, 0.000, 0.000, 0.005, 0.000, 0.000, 0.005, -0.005, 0.000, 0.001, 0.000, 0.000, 0.000, 0.000, 0.000, 0.000, 0.000, 0.001, 0.000, 0.001, 0.001, 0.001, 0.001, 0.000, 0.000, 0.000, 0.000, 0.001]}

(2)
{"formula": "C20H29N3O4", "method": "wB97M-V/def2-TZVPD", "mol_weight_g_mol": 375.469, "gap_ev": 8.435, "smiles": "CCOc1ccc(N2C[C@H](C(=O)NCCCN3CCOCC3)CC2=O)cc1", "e_above_lowest_kj_mol": 128.2, "homo_ev": -7.94, "spin_multiplicity": 1, "symbols": ["O", "O", "O", "O", "N", "N", "N", "C", "C", "C", "C", "C", "C", "C", "C", "C", "C", "C", "C", "C", "C", "C", "C", "C", "C", "C", "C", "H", "H", "H", "H", "H", "H", "H", "H", "H", "H", "H", "H", "H", "H", "H", "H", "H", "H", "H", "H", "H", "H", "H", "H", "H", "H", "H", "H", "H"], "positions_angstrom": [[-1.9098, -3.2497, -0.5732], [-0.9671, 3.5894, -0.2284], [-1.9731, 2.1836, 3.0101], [1.4373, -2.6249, -2.8205], [3.1415, -1.9023, -1.5351], [-0.0688, -2.3931, 0.4991], [0.8803, 1.8470, -1.5339], [1.6417, -3.5617, -0.5979], [-0.0266, -0.7771, 2.3092], [2.0389, -2.6510, -1.7717], [-2.9740, 3.0033, 2.4297], [-1.7170, -0.6066, 0.6194], [0.9914, 2.1511, -0.1146], [1.3277, -2.7414, 0.6615], [3.5089, -0.7931, -2.3888], [1.4341, 0.5426, -1.8565], [-2.2049, 0.5414, 1.2173], [-0.6153, -1.2729, 1.1461], [-3.1226, 4.2362, 3.3069], [-0.5199, 1.9214, -1.9289], [-1.0705, 3.3071, -1.6047], [2.9631, 0.5356, -1.8554], [0.3782, 3.5195, 0.1792], [-1.5971, 1.0556, 2.3593], [-0.5105, 0.3686, 2.9037], [0.3006, -4.2285, -0.8904], [-0.7269, -3.2522, -0.3356], [-3.0529, 1.0367, 0.7726], [3.3473, 0.7016, -0.8464], [-3.3952, 3.9454, 4.3181], [-2.1314, 3.3676, -1.8540], [1.0942, 0.2765, -2.8598], [2.0462, 2.1765, 0.1642], [-2.1972, -0.9948, -0.2637], [1.0495, -0.2269, -1.1647], [-2.1830, 4.7803, 3.3428], [3.5793, -1.9399, -0.6281], [0.1933, -5.1894, -0.3858], [1.9297, -1.8336, 0.7568], [-1.1224, 1.1614, -1.4039], [0.3843, 3.7136, 1.2533], [0.4794, 1.3885, 0.4969], [-0.0528, 0.7588, 3.7991], [3.0871, -1.0030, -3.3736], [-3.8934, 4.8851, 2.9012], [0.1360, -4.3675, -1.9585], [-0.5148, 4.0627, -2.1799], [-2.6709, 3.2921, 1.4154], [3.3170, 1.3482, -2.4896], [-3.9262, 2.4564, 2.3839], [0.8115, -1.2858, 2.7604], [4.5986, -0.7526, -2.4639], [-0.5895, 1.7470, -3.0045], [0.9611, 4.2957, -0.3394], [1.4726, -3.3535, 1.5626], [2.4490, -4.2771, -0.4255]], "forces_ev_per_angstrom": [[-0.281, 0.003, -0.090], [-0.162, 0.013, 0.111], [0.158, -0.019, 0.153], [-0.325, 0.074, -0.339], [0.284, 0.082, 0.116], [0.319, 0.168, -0.007], [-0.048, 0.039, -0.058], [-0.231, -0.057, -0.124], [-0.079, -0.076, -0.132], [0.267, -0.340, 0.547], [-0.296, 0.322, -0.136], [0.087, -0.165, 0.006], [-0.126, 0.247, 0.085], [0.223, -0.148, 0.190], [0.046, 0.322, -0.032], [0.236, 0.126, -0.043], [-0.042, 0.240, 0.232], [-0.273, 0.265, 0.118], [0.121, -0.423, -0.167], [-0.102, 0.291, 0.082], [-0.057, -0.266, -0.328], [-0.218, -0.299, -0.140], [0.393, -0.178, 0.140], [0.167, -0.277, -0.023], [-0.198, 0.231, -0.022], [0.048, 0.020, -0.177], [0.064, -0.388, -0.199], [-0.071, 0.079, -0.037], [0.074, 0.058, 0.033], [-0.049, 0.021, 0.100], [0.065, 0.006, -0.057], [-0.031, -0.062, 0.026], [-0.010, -0.008, 0.083], [-0.018, -0.011, -0.051], [-0.053, -0.005, -0.056], [0.077, 0.099, 0.009], [-0.131, -0.079, -0.050], [-0.012, 0.002, 0.057], [-0.049, -0.078, 0.022], [0.007, 0.037, -0.083], [0.074, 0.005, -0.044], [0.062, 0.009, -0.021], [0.056, 0.051, 0.108], [0.144, 0.024, 0.041], [-0.081, 0.088, -0.028], [-0.039, -0.008, 0.111], [-0.067, -0.044, 0.006], [-0.065, -0.119, 0.106], [0.040, 0.081, 0.003], [0.118, 0.012, -0.031], [0.093, -0.058, 0.028], [-0.087, -0.020, -0.081], [-0.048, -0.024, 0.002], [-0.024, -0.032, 0.069], [0.076, 0.105, -0.054], [-0.027, 0.061, 0.025]], "mulliken_charge": [-0.672, -0.310, -0.431, -0.645, -0.081, 0.164, -0.029, 0.150, -0.250, 0.106, 0.079, -0.699, 0.377, -1.159, -1.067, -0.250, 0.029, -0.111, -1.533, -0.029, -0.797, -0.602, -0.997, 0.382, -0.724, -1.066, 0.528, 0.365, 0.281, 0.361, 0.383, 0.524, 0.448, 0.485, -0.110, 0.321, 0.322, 0.396, 0.490, -0.179, 0.405, -0.362, 0.441, 0.393, 0.422, 0.369, 0.351, 0.121, 0.320, 0.326, 0.451, 0.416, 0.471, 0.401, 0.465, 0.561]}